[1]
Here is C25H30N5O2S6Ti as an isolated structure from the OMol25 dataset. Energies are from ωB97M-V with the def2-TZVPD basis set.

Each line ends with the Mulliken charge.
Positions of all 69 atoms, in Å:
Ti -0.589 -0.290 0.603  0.298
C 1.669 -4.227 3.512  -0.795
S 1.148 -2.780 4.461  -0.090
C 0.342 -1.850 3.184  0.099
S 1.164 -1.586 1.672  -0.318
N -0.804 -1.356 3.475  -1.400
N -1.329 -0.576 2.463  1.370
C -2.533 -0.030 2.804  -1.062
C -3.090 0.762 1.843  0.871
C -4.338 1.456 1.951  -1.206
C -4.792 2.211 0.927  -0.314
C -4.013 2.295 -0.271  -1.154
C -2.842 1.611 -0.345  -0.097
N -2.326 0.863 0.678  0.727
H 2.225 -4.863 4.199  0.330
H 2.314 -3.932 2.687  0.216
H 0.803 -4.767 3.134  0.283
H -2.960 -0.226 3.777  0.288
H -4.899 1.351 2.872  0.460
H -5.736 2.735 1.002  0.404
H -4.358 2.857 -1.127  0.433
H -2.251 1.621 -1.252  0.418
S -0.168 -0.088 -1.819  -0.846
C -1.136 -1.525 -1.986  1.246
S -1.752 -2.138 -0.501  -0.475
C -1.353 -2.111 -3.215  0.476
C -2.132 -3.296 -3.356  -0.215
N -2.766 -4.249 -3.489  -0.575
C -0.773 -1.567 -4.397  -0.100
N -0.304 -1.140 -5.361  -0.637
C 4.604 2.891 -3.114  -1.365
C 4.359 1.409 -2.852  -0.489
C 3.281 1.195 -1.802  -0.396
S 3.316 -0.448 -1.033  0.593
O 4.746 -0.708 -0.675  -0.761
C 2.989 -1.434 -2.516  -0.916
C 2.542 -2.832 -2.113  -0.030
C 2.230 -3.690 -3.333  -1.370
H 5.372 3.038 -3.874  0.386
H 4.935 3.396 -2.203  0.345
H 3.694 3.387 -3.460  0.311
H 5.277 0.930 -2.504  0.346
H 4.067 0.917 -3.782  0.263
H 2.271 1.336 -2.192  0.272
H 3.422 1.875 -0.956  0.282
H 3.930 -1.449 -3.072  0.579
H 2.215 -0.940 -3.105  0.404
H 1.654 -2.749 -1.479  -0.044
H 3.322 -3.302 -1.508  0.431
H 1.441 -3.237 -3.937  0.232
H 1.897 -4.686 -3.038  0.372
H 3.111 -3.803 -3.970  0.370
C 1.445 3.909 0.833  -1.124
S 0.016 2.865 0.557  0.599
O 0.618 1.479 0.675  0.089
C -0.817 3.161 2.101  0.601
C -0.427 2.452 3.226  -0.429
C -1.111 2.669 4.412  -0.732
C -2.156 3.584 4.458  -0.454
C -2.536 4.279 3.319  -0.621
C -1.870 4.062 2.122  -0.493
H 1.979 3.526 1.701  0.340
H 1.100 4.928 1.000  0.449
H 2.068 3.857 -0.059  0.399
H 0.359 1.710 3.156  0.360
H -0.841 2.102 5.293  0.438
H -2.693 3.738 5.385  0.389
H -3.371 4.967 3.352  0.402
H -2.188 4.553 1.209  0.334

- Highest occupied orbital energy (alpha / beta): -3.69 / -3.69 eV
- Electronic energy: -4633.62911 hartree
- HOMO-LUMO gap (alpha / beta): 5.566 / 5.564 eV
- Relative energy (zero: lowest compared OMol25 entry of this formula, charge and spin): 0.000 eV
- LUMO energy (alpha / beta): 1.88 / 1.88 eV
- Total charge: -1

***

[2]
Here is C25H30N6OPd as an isolated structure from the OMol25 dataset. Energies are from ωB97M-V with the def2-TZVPD basis set.

Each line ends with the Mulliken charge.
Positions of all 63 atoms, in Å:
Pd 0.151 -0.592 -0.263  -0.321
C -2.912 1.275 -0.174  -0.820
N -2.779 -0.147 0.025  0.171
C -3.036 -0.604 1.360  -1.067
C -2.095 -0.141 2.446  0.293
N -0.898 0.301 2.261  0.379
C -0.386 0.524 3.531  0.179
C 0.879 0.962 3.904  -0.618
C 1.147 1.096 5.255  -0.495
C 0.176 0.790 6.223  -0.303
C -1.082 0.335 5.865  -1.008
C -1.343 0.202 4.506  0.403
N -2.449 -0.212 3.786  -0.084
C -1.666 1.997 -0.624  0.100
N -0.426 1.640 -0.488  0.545
C 0.313 2.668 -1.063  -0.311
C 1.690 2.784 -1.189  -0.271
C 2.192 3.908 -1.821  -0.658
C 1.334 4.900 -2.325  -0.272
C -0.042 4.792 -2.208  -1.161
C -0.535 3.661 -1.567  0.593
N -1.807 3.215 -1.271  -0.070
H -3.270 1.779 0.738  0.219
H -3.668 1.490 -0.949  0.332
H -1.795 -0.462 -0.284  -0.365
H -2.988 -1.699 1.351  0.339
H -4.059 -0.340 1.671  0.437
H 1.619 1.154 3.138  0.422
H 2.128 1.425 5.576  0.371
H 0.425 0.899 7.272  0.342
H -1.819 0.083 6.619  0.339
H -3.290 -0.620 4.150  0.209
H 2.319 1.984 -0.815  0.480
H 3.262 4.022 -1.944  0.382
H 1.759 5.762 -2.827  0.342
H -0.699 5.554 -2.613  0.358
H -2.675 3.622 -1.566  0.233
C 3.934 -1.705 0.647  -1.471
C 2.758 -2.412 -0.069  1.177
C 3.134 -3.892 -0.302  -1.669
O 1.605 -2.296 0.626  -0.863
H 4.852 -1.663 0.042  0.374
H 4.154 -2.227 1.587  0.354
H 3.620 -0.686 0.890  0.248
H 2.709 -1.955 -1.088  -0.086
H 3.315 -4.376 0.667  0.340
H 4.026 -4.016 -0.933  0.388
H 2.290 -4.391 -0.782  0.315
C 0.419 0.297 -3.817  -0.795
C -0.248 -1.034 -3.644  -0.074
C -0.702 -1.917 -4.619  -0.808
C -1.255 -3.021 -3.910  -0.745
C -1.101 -2.717 -2.560  -0.006
C -1.484 -3.521 -1.353  -1.099
N -0.497 -1.513 -2.399  0.854
H 1.016 0.331 -4.735  0.388
H 1.080 0.479 -2.966  -0.032
H -0.290 1.136 -3.857  0.099
H -0.611 -1.794 -5.693  0.408
H -1.680 -3.929 -4.323  0.402
H -1.316 -4.593 -1.511  0.383
H -2.540 -3.389 -1.076  0.153
H -0.863 -3.202 -0.509  0.118

- Highest occupied orbital energy: 1.50 eV
- Electronic energy: -1502.23097 hartree
- HOMO-LUMO gap: 2.986 eV
- Relative energy (zero: lowest compared OMol25 entry of this formula, charge and spin): 2.627 eV
- LUMO energy: 4.49 eV
- Total charge: -2